{
  "formula": "C24H20BF4IrN2O2PS",
  "method": "ωB97M-V/def2-TZVPD",
  "energy_ha": -2454.1114,
  "de_lowest_ev": 0.488,
  "charge": 2,
  "lumo_energy_ha": [-0.2256, -0.3465],
  "homo_lumo_gap_ev": [7.27, 5.66],
  "multiplicity": 6,
  "e_homo_ev": [-13.40, -15.09],
  "symbols": ["Ir", "O", "N", "C", "C", "C", "C", "C", "C", "C", "P", "C", "C", "C", "C", "C", "C", "C", "C", "C", "C", "C", "C", "H", "H", "H", "H", "H", "H", "H", "H", "H", "H", "H", "H", "H", "H", "H", "H", "O", "N", "C", "C", "C", "C", "C", "S", "H", "H", "H", "H", "F", "B", "F", "F", "F"],
  "coordinates": [[-0.487, 1.171, 0.261], [0.589, 0.838, 3.315], [1.029, 0.787, 2.036], [2.255, 0.347, 1.935], [2.882, 0.115, 0.554], [4.153, 0.558, 0.398], [4.794, 0.460, -0.808], [4.113, -0.108, -1.903], [2.785, -0.480, -1.785], [2.194, -0.434, -0.522], [0.763, -1.389, -0.189], [-0.036, -1.886, -1.674], [-0.339, -0.911, -2.693], [-0.795, -1.341, -3.934], [-1.136, -2.713, -4.072], [-1.022, -3.573, -2.980], [-0.360, -3.239, -1.871], [0.814, -2.584, 1.082], [-0.438, -3.048, 1.430], [-0.520, -4.041, 2.360], [0.582, -4.395, 3.109], [1.860, -3.888, 2.810], [1.995, -2.939, 1.849], [-0.270, 1.345, 3.269], [2.914, 0.253, 2.781], [4.548, 1.132, 1.280], [5.787, 0.830, -0.868], [4.591, -0.133, -2.883], [2.243, -0.693, -2.685], [-0.086, 0.103, -2.458], [-0.891, -0.669, -4.791], [-1.460, -3.164, -4.977], [-1.358, -4.574, -3.179], [-0.073, -3.969, -1.107], [-1.327, -2.647, 0.935], [-1.457, -4.599, 2.403], [0.419, -5.106, 3.872], [2.752, -4.321, 3.266], [2.909, -2.480, 1.553], [-1.138, 2.704, 1.655], [-2.340, 3.285, 1.502], [-2.407, 4.502, 2.020], [-3.685, 5.077, 1.967], [-4.751, 4.475, 1.379], [-4.546, 3.215, 0.804], [-3.331, 2.641, 0.861], [-2.749, 1.088, 0.280], [-1.481, 4.901, 2.412], [-3.692, 6.041, 2.459], [-5.701, 4.947, 1.386], [-5.377, 2.835, 0.268], [-1.904, 3.522, -1.843], [-0.957, 3.287, -2.713], [-0.229, 4.270, -3.121], [0.281, 2.460, -1.079], [-0.910, 2.134, -3.357]]
}

***

{
  "formula": "C2HBrOS2",
  "method": "ωB97M-V/def2-TZVPD",
  "energy_ha": -3522.3969,
  "de_lowest_ev": 0.821,
  "lumo_energy_ha": -0.0319,
  "homo_lumo_gap_ev": 9.18,
  "multiplicity": 1,
  "smiles": "O=C1SC(Br)S1",
  "e_homo_ev": -10.04,
  "symbols": ["O", "C", "S", "C", "Br", "S", "H"],
  "coordinates": [[-2.887, 2.115, 0.260], [-1.785, 1.720, 0.119], [-0.969, 1.418, -1.498], [0.426, 0.726, -0.083], [2.213, 1.185, -0.030], [-0.563, 1.454, 1.320], [0.532, -0.434, -0.264]]
}

***

{
  "formula": "F4N2NaO8S4",
  "method": "ωB97M-V/def2-TZVPD",
  "energy_ha": -2866.1132,
  "de_lowest_ev": 0.000,
  "charge": -1,
  "lumo_energy_ha": 0.0741,
  "homo_lumo_gap_ev": 9.57,
  "multiplicity": 1,
  "e_homo_ev": -7.56,
  "symbols": ["Na", "N", "S", "O", "O", "F", "S", "O", "O", "F", "N", "S", "O", "O", "F", "S", "O", "O", "F"],
  "coordinates": [[-0.665, -0.328, -0.911], [0.239, 1.905, -1.003], [1.459, 2.262, -0.032], [1.509, 3.614, 0.385], [2.659, 1.575, -0.359], [0.938, 1.495, 1.262], [0.889, 2.188, -2.484], [1.204, 0.956, -3.125], [1.650, 3.357, -2.676], [-0.523, 2.547, -3.149], [-1.577, -2.010, 0.553], [-1.536, -1.213, 2.029], [-0.256, -0.897, 2.533], [-2.607, -1.567, 2.884], [-2.005, 0.175, 1.377], [-0.482, -3.139, 0.764], [-0.421, -3.744, 2.048], [0.700, -2.869, -0.002], [-1.174, -4.305, -0.094]]
}

***

{
  "formula": "C5H13N3",
  "method": "ωB97M-V/def2-TZVPD",
  "energy_ha": -361.8271,
  "de_lowest_ev": 2.588,
  "charge": 2,
  "lumo_energy_ha": -0.3304,
  "homo_lumo_gap_ev": 8.69,
  "multiplicity": 1,
  "e_homo_ev": -17.68,
  "symbols": ["C", "C", "C", "C", "C", "N", "N", "N", "H", "H", "H", "H", "H", "H", "H", "H", "H", "H", "H", "H", "H"],
  "coordinates": [[-1.476, 1.385, -1.435], [-1.140, 0.474, -0.498], [1.765, 0.251, 0.301], [-1.955, 0.350, 0.803], [-0.046, -0.398, -0.763], [2.864, -0.472, 0.027], [1.661, 1.355, 1.059], [-0.037, -1.763, -0.317], [-1.035, 1.457, -2.430], [-2.412, 1.846, -1.206], [-1.606, -0.243, 1.677], [-1.845, 1.368, 1.209], [-2.957, 0.204, 0.600], [0.383, -0.278, -1.713], [2.908, -1.184, -0.663], [3.737, -0.107, 0.143], [0.905, 1.930, 1.324], [2.619, 1.590, 1.457], [0.482, -2.453, -0.989], [-1.049, -2.158, -0.152], [0.616, -1.935, 0.474]]
}

***

{
  "formula": "CH11O4S",
  "method": "ωB97M-V/def2-TZVPD",
  "energy_ha": -743.8836,
  "de_lowest_ev": 0.819,
  "charge": -1,
  "lumo_energy_ha": 0.1313,
  "homo_lumo_gap_ev": 6.97,
  "multiplicity": 1,
  "e_homo_ev": -3.40,
  "symbols": ["C", "S", "H", "H", "H", "H", "H", "O", "H", "H", "O", "H", "H", "O", "H", "H", "O"],
  "coordinates": [[1.120, -2.087, 0.177], [-0.570, -1.842, -0.523], [1.272, -3.166, 0.211], [1.257, -1.605, 1.105], [1.740, -1.585, -0.509], [0.438, -0.355, -1.781], [-0.242, 0.670, -2.668], [0.631, 0.496, -2.266], [-2.486, -0.361, 2.373], [-1.528, -1.056, 1.429], [-1.812, -0.999, 2.378], [0.705, 1.769, 0.507], [2.201, 1.730, 0.064], [1.507, 2.363, 0.353], [-0.810, 1.952, -0.773], [-1.746, 1.869, 0.419], [-1.677, 2.207, -0.495]]
}

***

{
  "formula": "C3H6O2P2",
  "method": "ωB97M-V/def2-TZVPD",
  "energy_ha": -950.9004,
  "de_lowest_ev": 3.143,
  "lumo_energy_ha": [-0.0263, -0.0263],
  "homo_lumo_gap_ev": [6.98, 6.98],
  "multiplicity": 1,
  "smiles": "COC(=O)[PH2]=C=P",
  "e_homo_ev": [-7.70, -7.70],
  "symbols": ["C", "O", "C", "O", "P", "C", "P", "H", "H", "H", "H", "H", "H"],
  "coordinates": [[1.740, 0.889, -1.528], [0.811, 0.220, -0.680], [-0.449, 0.523, -0.843], [-1.032, 1.107, -1.701], [-1.604, -0.514, 0.792], [-2.275, -1.056, 2.334], [-2.192, -0.213, 3.827], [2.763, 0.814, -1.138], [1.527, 1.937, -1.576], [1.736, 0.460, -2.501], [-2.899, -0.423, 0.054], [-1.391, -1.761, 0.112], [-3.035, -0.847, 4.788]]
}